1.
The following is a DFT calculation (ωB97M-V/def2-TZVPD) of a 3-piece molecular cluster, C23H39Br2N2O6S2 overall.

Values from the calculation:
- net charge = +1
- Kohn-Sham gap (eV) = 7.105

```
74
Properties=species:S:1:pos:R:3:forces:R:3
C -4.320402 0.833585 3.102966 -0.358 -1.625 -0.760
C -4.463557 -0.692364 3.525504 0.985 0.324 -0.341
C -3.118323 -1.247272 4.188865 -0.248 1.069 0.508
C -2.020051 -1.614009 3.164152 0.933 0.131 -0.505
C -2.114880 -2.810540 2.347384 0.186 1.379 0.246
C -3.249174 -3.867969 2.356067 1.247 -0.488 0.432
Br -4.700518 -3.448073 1.054471 0.684 -0.059 0.594
C -3.795644 -4.285570 3.762011 -1.575 -0.617 -0.660
C -4.586038 -5.636785 3.618221 0.591 -0.131 0.352
Br -2.309481 -4.630291 5.027654 -0.493 0.335 -0.591
N -1.116842 -3.044815 1.424429 -0.189 0.692 0.727
C -0.026195 -2.262734 1.242871 0.465 1.190 0.652
C 0.197102 -1.077813 2.027326 -1.187 -0.560 0.236
C 1.499718 -0.268816 1.786313 -0.085 -0.216 1.072
C 1.297168 1.241211 1.417457 0.156 -0.209 -0.976
C 0.364706 1.490319 0.175272 0.761 0.669 0.198
N 0.592348 2.915249 -0.228598 -0.430 -0.506 0.340
C -0.839364 -0.733270 3.003650 -0.444 -1.518 -1.711
C -0.581697 0.539226 3.840402 -0.043 0.749 1.109
O 0.467748 0.696672 4.389653 0.033 -0.848 -0.226
O -1.541694 1.537253 3.997272 -0.203 -1.691 -0.396
H -3.375701 0.894655 2.508060 -0.722 0.385 0.697
H -4.349503 1.529230 3.967852 0.096 -0.399 -0.759
H -5.145634 1.009966 2.363830 0.578 0.276 0.923
H -4.593230 -1.246717 2.567758 -0.340 0.270 0.884
H -5.327082 -0.857811 4.213034 0.674 0.055 -0.603
H -2.733419 -0.391238 4.807735 -0.215 -0.961 -0.523
H -3.321697 -2.051659 4.940950 0.349 0.546 -0.980
H -2.793386 -4.805916 1.932575 -0.448 0.865 0.346
H -4.511912 -3.540272 4.191617 1.036 -0.437 -0.336
H -5.074316 -5.882510 4.593413 0.360 0.215 -0.878
H -5.345688 -5.621941 2.802707 0.552 0.204 0.674
H -3.838104 -6.438604 3.402759 -0.692 0.484 0.096
H -1.194287 -3.870932 0.823850 -0.068 0.345 0.331
H 0.709810 -2.562715 0.458302 -0.788 0.277 0.707
H 2.116917 -0.839526 1.053703 -0.624 0.751 0.270
H 2.077475 -0.290735 2.752542 -0.591 -0.063 -0.833
H 2.314141 1.634367 1.135143 -0.890 -0.417 0.221
H 0.966636 1.882715 2.272898 0.149 -0.753 -0.626
H 0.689766 0.859024 -0.690141 -0.415 0.183 0.858
H -0.719710 1.307867 0.404856 0.898 -0.049 -0.100
H 1.029651 3.424523 0.543853 -0.462 -0.081 -0.359
H -0.296590 3.356703 -0.470011 0.514 0.000 0.118
H -1.748681 1.587775 4.951650 0.416 0.373 -0.470
C 1.763766 -0.683006 -4.825879 0.113 -0.070 -0.050
C 1.855960 -2.204902 -4.677806 -0.126 0.017 -0.093
C 2.805093 -2.495874 -3.511860 -0.019 -0.454 -0.242
S 2.691627 -1.084356 -2.412615 -0.265 0.112 -0.761
O 3.965231 -0.409889 -2.396819 -0.088 -0.064 0.454
O 2.017950 -1.480296 -1.188666 0.203 -0.037 0.335
C 1.558364 -0.140890 -3.416675 -0.101 0.117 -0.169
H 0.950405 -0.389427 -5.488929 0.058 0.054 0.055
H 2.697177 -0.295453 -5.243430 -0.067 0.042 0.010
H 0.864426 -2.609201 -4.455264 0.040 0.025 -0.010
H 2.203998 -2.679912 -5.595444 -0.006 -0.006 0.074
H 2.517830 -3.397229 -2.972437 0.146 0.087 0.106
H 3.838778 -2.578186 -3.847001 -0.006 0.097 0.136
H 1.779407 0.921211 -3.328993 -0.078 -0.076 0.157
H 0.546962 -0.344677 -3.060439 0.053 0.022 0.042
C 4.379590 4.569119 -3.329081 0.016 0.126 -0.057
C 3.271838 5.513717 -2.851886 0.068 0.006 0.148
C 2.093591 5.366408 -3.819725 -0.018 0.455 0.258
S 2.190063 3.701566 -4.474834 0.234 0.171 0.272
O 2.468838 3.777057 -5.886728 -0.275 -0.213 0.039
O 1.094831 2.917446 -3.946647 -0.058 -0.055 -0.420
C 3.692547 3.241068 -3.624238 0.347 -0.049 0.182
H 5.164906 4.455270 -2.581452 -0.029 -0.017 -0.051
H 4.835381 4.965396 -4.240571 0.006 -0.063 0.033
H 2.958461 5.226886 -1.844291 0.001 -0.018 -0.060
H 3.615179 6.547791 -2.805772 -0.043 -0.047 -0.016
H 1.138133 5.499565 -3.314992 -0.035 -0.108 -0.171
H 2.172430 6.061428 -4.655425 -0.030 -0.152 -0.058
H 4.286467 2.579463 -4.252886 -0.162 -0.037 -0.052
H 3.410389 2.730468 -2.701495 -0.033 0.002 -0.051
```
Forces are in eV/Å.

=====

2.
The following is a DFT calculation (ωB97M-V/def2-TZVPD) of a 7-piece molecular cluster, H14O7 overall.

Values from the calculation:
- SMILES string = O.O.O.O.O.O.O
- energy above the lowest of the compared OMol25 structures with the same formula, charge and spin (kcal/mol) = 67.2
- Kohn-Sham gap (eV) = 10.924

```
21
Properties=species:S:1:pos:R:3:forces:R:3
O -0.619946 -1.082314 0.309614 0.245 1.742 -1.282
H -0.432958 -0.366799 0.981729 -0.258 -0.954 -1.481
H -0.596923 -0.674647 -0.636789 -0.010 -0.781 2.795
O 3.240835 -1.682133 -0.676158 1.097 2.714 0.308
H 2.356519 -1.953221 -0.681307 -2.205 -1.470 -0.046
H 3.039668 -0.713294 -0.533512 1.030 -1.252 -0.263
O 1.142434 3.002514 -1.746353 2.017 0.870 1.096
H 0.814398 3.290928 -0.869197 -0.047 -0.353 -1.680
H 0.442167 2.611342 -2.227782 -1.267 -0.413 -0.279
O 0.843591 -2.938529 -3.760378 1.533 -0.107 0.951
H 0.410345 -3.720568 -4.125083 0.483 -0.026 0.293
H 1.701137 -3.196466 -3.290304 -1.988 0.172 -1.208
O -0.715242 3.029355 0.013491 3.203 0.746 -0.340
H -0.082142 2.776648 0.706379 -0.685 -0.051 0.015
H -1.547153 2.806651 0.291423 -3.228 -0.860 1.287
O -3.719933 -2.748078 1.301699 -2.322 -2.752 1.466
H -3.312931 -3.068021 2.112549 -0.422 -0.524 0.208
H -3.107759 -2.126199 1.096400 2.830 3.287 -1.724
O -0.028119 1.935174 3.699682 -1.196 0.738 -0.114
H 0.822203 2.159244 4.072992 0.243 0.188 0.220
H -0.650191 2.658415 3.960905 0.947 -0.914 -0.222
```
Forces are in eV/Å.

=====

3.
The following is a DFT calculation (ωB97M-V/def2-TZVPD) of C41H35AsLiN3PS as an isolated structure.

Values from the calculation:
- net charge = -1
- energy above the lowest of the compared OMol25 structures with the same formula, charge and spin (kcal/mol) = 0.0
- Kohn-Sham gap (eV) = 6.292

```
83
Properties=species:S:1:pos:R:3:forces:R:3
Li 0.321062 -0.324554 -0.243372 0.183 -0.093 0.310
N 7.776732 6.529049 -0.278327 -0.012 -0.009 -0.003
C 6.924643 5.756774 -0.289579 -0.055 -0.057 0.014
C 5.857596 4.789263 -0.303769 0.007 0.019 -0.016
C 5.632238 3.979875 0.807803 0.038 0.022 0.016
C 4.604737 3.053235 0.785475 -0.010 -0.014 0.052
C 3.796230 2.918903 -0.338206 0.020 0.016 0.003
C 4.026733 3.730649 -1.444019 0.003 0.005 -0.024
C 5.049166 4.663028 -1.431808 0.030 0.034 -0.015
C 2.691617 1.916925 -0.361105 -0.072 -0.096 0.011
C 3.029791 0.638969 -0.808864 0.025 0.085 -0.080
C 4.346496 0.178236 -1.122147 -0.027 -0.039 -0.007
C 4.222205 -1.147287 -1.461267 -0.003 0.039 -0.024
C 2.832445 -1.442107 -1.362552 -0.003 0.069 -0.072
N 2.123350 -0.396472 -0.981761 0.169 -0.105 -0.021
C 1.447961 2.364922 0.091123 0.028 -0.020 0.044
C 1.137866 3.675585 0.567775 0.000 -0.027 -0.068
C -0.176519 3.639816 0.969012 -0.032 -0.056 0.026
C -0.614898 2.305727 0.733168 0.073 0.057 0.019
N 0.334507 1.550387 0.214060 -0.157 0.276 0.032
H 6.262258 4.083418 1.680956 -0.001 -0.005 0.006
H 4.418961 2.421562 1.645249 0.002 0.010 -0.017
H 3.395908 3.623904 -2.317385 0.003 -0.006 0.014
H 5.230130 5.295720 -2.290557 -0.011 -0.007 -0.005
H 5.253053 0.763350 -1.075990 -0.019 -0.013 -0.003
H 5.008530 -1.832186 -1.739388 -0.021 0.002 -0.016
H 2.348155 -2.388228 -1.572490 0.016 0.002 0.064
H 1.815628 4.516153 0.597397 -0.027 -0.014 0.011
H -0.761833 4.440985 1.394244 0.015 -0.004 -0.014
H -1.592191 1.888888 0.948992 0.031 0.005 -0.005
C -6.822517 0.512410 -0.163663 0.032 0.003 0.000
C -6.125162 0.028128 0.934816 0.031 -0.010 -0.023
C -4.806359 -0.380073 0.793011 0.004 -0.042 -0.015
C -4.166632 -0.340213 -0.447904 0.059 0.040 -0.015
C -4.881046 0.145906 -1.541674 0.003 -0.021 -0.048
C -6.195325 0.572407 -1.400661 0.000 -0.002 0.012
P -2.389101 -0.858231 -0.419598 -0.372 -0.006 -0.132
C -1.763219 -0.191227 -2.020110 0.114 -0.039 -0.030
C -1.914262 1.172551 -2.305124 0.007 -0.028 0.053
C -1.288046 1.746026 -3.396919 0.001 -0.016 0.005
C -0.466425 0.978741 -4.216947 -0.010 0.019 0.021
C -0.287134 -0.364112 -3.936114 -0.022 -0.004 0.012
C -0.933254 -0.946742 -2.850830 -0.084 -0.006 0.008
C -2.508633 -2.657195 -0.883595 0.033 -0.094 0.086
C -3.614899 -3.042358 -1.605130 0.083 0.020 0.074
C -3.734290 -4.324148 -2.169668 -0.069 -0.016 -0.021
C -2.694594 -5.195117 -2.074650 -0.046 -0.008 -0.041
C -1.520333 -4.852629 -1.363873 -0.011 0.184 0.065
C -0.436595 -5.761119 -1.363716 0.010 -0.044 0.019
C 0.707673 -5.447587 -0.692376 0.071 0.013 0.026
C 0.780272 -4.272878 0.070082 -0.070 -0.028 -0.025
C -0.268136 -3.370137 0.166222 -0.197 -0.104 -0.071
C -1.436501 -3.600846 -0.671538 0.120 -0.009 -0.017
H -7.845528 0.850625 -0.054396 -0.003 -0.012 -0.004
H -6.603240 -0.017619 1.905512 0.007 -0.001 0.002
H -4.250750 -0.738509 1.653445 -0.025 0.022 0.014
H -4.408478 0.191095 -2.516155 0.008 -0.001 0.024
H -6.733202 0.950618 -2.261926 0.011 -0.003 -0.001
H -2.518362 1.792031 -1.651304 0.026 -0.003 -0.012
H -1.421800 2.802123 -3.596986 -0.001 -0.001 0.007
H 0.040243 1.433429 -5.059086 -0.001 -0.001 0.001
H 0.363526 -0.967000 -4.557058 0.003 -0.012 0.013
H -0.788461 -2.001776 -2.649465 0.023 0.007 -0.013
H -4.416673 -2.337634 -1.771670 -0.024 0.001 0.006
H -4.636726 -4.593800 -2.706069 0.019 0.018 -0.002
H -2.747980 -6.169157 -2.549567 0.043 0.007 0.012
H -0.529757 -6.693417 -1.908476 -0.033 0.018 -0.018
H 1.554210 -6.125441 -0.714645 0.000 0.022 0.025
H 1.661929 -4.069062 0.664537 -0.006 -0.006 0.000
C 1.156099 -1.620306 4.811469 0.015 -0.059 0.018
As 0.271192 -0.013504 4.121744 0.018 0.095 -0.046
C 1.061697 1.248106 5.417724 -0.010 -0.007 0.054
C -1.420545 -0.276114 5.091230 -0.046 -0.023 -0.018
S -0.153879 -2.099478 1.360502 0.058 0.008 -0.170
H 1.101228 -1.672671 5.901036 -0.014 0.019 -0.001
H 2.200053 -1.620822 4.497774 -0.006 0.011 -0.002
H 0.673998 -2.491367 4.368113 0.013 0.026 -0.016
H 0.905633 0.914746 6.446049 0.011 -0.008 -0.007
H 0.614258 2.234228 5.288729 0.003 -0.009 -0.008
H 2.132829 1.332975 5.230139 -0.009 0.006 -0.015
H -1.251868 -0.396586 6.163171 0.017 -0.013 -0.005
H -1.908979 -1.168930 4.698871 0.010 0.019 -0.016
H -2.078743 0.577171 4.924037 0.013 0.002 0.005
```
Forces are in eV/Å.

=====

4.
The following is a DFT calculation (ωB97M-V/def2-TZVPD) of one molecule with the formula C2H3BrO2.

Values from the calculation:
- SMILES string = CC1(Br)OO1
- energy above the lowest of the compared OMol25 structures with the same formula, charge and spin (kcal/mol) = 112.7
- Kohn-Sham gap (eV) = 11.418

```
8
Properties=species:S:1:pos:R:3:forces:R:3
C -0.893901 -0.357545 -0.481645 3.698 2.305 4.070
C 0.614606 0.243319 0.336803 -3.593 -0.209 -2.570
Br 0.538396 2.160040 0.294713 0.366 0.281 -0.032
O 1.812229 -0.393860 0.209064 0.965 -0.009 -1.993
O 1.121358 -0.279727 1.449282 -0.896 -0.628 2.669
H -1.369120 0.519554 -0.848563 -0.823 0.442 0.340
H -1.272538 -0.989169 0.289918 -1.008 -0.042 0.326
H -0.551030 -0.902612 -1.249572 1.290 -2.141 -2.810
```
Forces are in eV/Å.

=====

5.
The following is a DFT calculation (ωB97M-V/def2-TZVPD) of one molecule with the formula C2H4N4.

Values from the calculation:
- energy above the lowest of the compared OMol25 structures with the same formula, charge and spin (kcal/mol) = 121.0
- Kohn-Sham gap (spin up / spin down) (eV) = 7.794 / 7.862

```
10
Properties=species:S:1:pos:R:3:forces:R:3
C -1.445809 -0.143108 -0.263436 -0.307 -0.527 -0.642
N -0.139204 -0.170387 -0.452996 -0.242 -0.101 0.094
C 0.581869 0.519916 0.583483 -0.424 0.023 0.221
N 1.856461 -0.134920 0.562226 -0.251 -0.278 0.047
N 1.879118 -0.810002 -0.514741 0.038 0.391 0.211
N 0.717207 -0.830673 -1.229430 -0.104 0.583 -0.145
H -0.245800 0.577551 1.334679 1.414 -0.289 0.982
H -1.754495 -0.479093 0.722691 -0.149 1.034 0.040
H -2.147825 -0.112509 -1.071973 -0.024 -0.641 -0.415
H 0.698476 1.583223 0.329499 0.049 -0.195 -0.392
```
Forces are in eV/Å.